# 1
78
Properties=species:S:1:pos:R:3:lowdin_charge:R:1 method="wB97M-V/def2-TZVPD" homo_energy_ev=-2.36 charge=-2
Cs -0.51 -2.47 -0.32 1.399
N 3.39 -1.25 0.18 -0.013
C 3.40 -2.71 0.19 -0.216
C 2.02 -3.27 0.61 -0.713
O 1.29 -2.48 1.29 -0.454
N 1.81 -4.48 0.22 0.024
C 0.64 -5.17 0.65 -0.237
C -0.49 -5.40 -0.41 -0.780
O -1.23 -6.36 -0.18 -0.042
O -0.62 -4.57 -1.34 -0.470
H 4.15 -0.88 0.73 0.046
H 2.53 -1.01 0.67 0.031
H 4.13 -3.12 0.91 0.099
H 3.67 -3.09 -0.80 0.092
H 0.13 -4.66 1.50 0.095
H 0.93 -6.17 0.99 0.101
N -2.43 -4.46 -3.62 0.028
N -2.42 -3.06 -3.72 -0.076
C -3.52 -2.31 -3.83 -0.951
N -3.35 -0.98 -4.02 0.052
S -5.05 -2.98 -3.84 0.484
H -3.39 -4.72 -3.39 0.004
H -1.83 -4.73 -2.81 0.045
H -1.51 -2.63 -3.72 0.110
H -2.50 -0.49 -3.73 -0.050
H -4.19 -0.42 -3.94 0.065
Cl 0.89 -1.34 -2.83 0.602
C 0.82 -0.46 -4.33 -0.666
C 1.64 -0.87 -5.36 -0.136
C 1.64 -0.18 -6.56 -0.123
C 0.84 0.94 -6.71 -0.155
C 0.02 1.34 -5.67 -0.706
Cl -0.95 2.75 -5.90 0.603
C -0.05 0.65 -4.44 -0.781
S -1.11 1.11 -3.20 0.568
H 2.27 -1.73 -5.21 0.098
H 2.28 -0.50 -7.38 0.086
H 0.84 1.51 -7.63 0.087
C -3.30 3.64 0.54 -0.117
C -1.93 4.06 1.06 -0.261
C -0.85 3.99 -0.02 -0.176
C -0.39 2.57 -0.34 -0.209
N 0.22 1.93 0.79 -0.012
C -0.32 0.90 1.51 -0.673
Se -1.92 0.13 1.21 0.679
N 0.53 0.60 2.52 -0.013
C 0.37 -0.51 3.43 -0.161
C -0.73 -0.26 4.46 -0.207
C -0.44 0.95 5.35 -0.268
C -1.59 1.20 6.32 -0.119
C 1.63 1.42 2.45 -0.147
C 2.75 1.55 3.25 -0.010
C 3.68 2.52 2.90 -0.109
C 3.50 3.33 1.78 -0.105
C 2.38 3.21 0.97 -0.003
C 1.43 2.26 1.33 -0.135
H -4.05 3.77 1.31 0.066
H -3.29 2.60 0.24 0.026
H -3.57 4.24 -0.33 0.071
H -1.65 3.41 1.90 0.093
H -1.98 5.08 1.44 0.098
H 0.02 4.58 0.30 0.094
H -1.22 4.43 -0.94 0.116
H 0.32 2.58 -1.17 0.105
H -1.25 1.96 -0.65 0.022
H 1.33 -0.68 3.91 0.127
H 0.13 -1.40 2.85 0.092
H -0.83 -1.16 5.07 0.119
H -1.67 -0.10 3.93 0.053
H -0.30 1.83 4.73 0.105
H 0.48 0.78 5.91 0.105
H -2.51 1.40 5.77 0.072
H -1.38 2.07 6.95 0.061
H -1.75 0.34 6.96 0.068
H 2.91 0.92 4.11 0.104
H 4.56 2.66 3.51 0.092
H 4.25 4.07 1.53 0.094
H 2.26 3.83 0.10 0.110


# 2
78
Properties=species:S:1:pos:R:3:lowdin_charge:R:1 method="wB97M-V/def2-TZVPD" homo_energy_ev=-1.83 charge=-2
Sr 1.18 1.37 1.61 1.031
S 2.88 2.83 -0.24 0.392
C 3.73 4.06 0.66 -0.828
C 4.59 4.94 -0.12 -0.318
N 5.27 5.61 -0.76 0.110
C 3.65 4.27 2.00 -0.822
S 2.70 3.36 3.14 0.388
C 4.44 5.36 2.57 -0.317
N 5.05 6.20 3.06 0.108
O -1.93 -1.67 1.59 0.011
C -2.40 -1.85 2.83 -0.257
C -3.44 -2.78 2.96 -0.026
C -4.00 -3.04 4.19 -0.113
C -3.54 -2.38 5.33 -0.117
C -2.52 -1.46 5.20 -0.040
C -1.92 -1.18 3.97 -0.067
C -0.81 -0.17 3.88 -0.445
O -0.37 0.14 2.70 -0.358
N -0.39 0.30 5.01 -0.030
N 0.66 1.21 4.91 -0.061
C 0.92 1.68 6.07 -0.894
S -0.01 1.16 7.51 0.879
C 0.80 2.32 8.63 -0.576
C 2.23 2.49 8.16 -0.567
S 2.20 2.84 6.39 0.856
H -1.23 -0.98 1.58 0.023
H -3.78 -3.27 2.06 0.110
H -4.81 -3.76 4.26 0.090
H -3.98 -2.57 6.30 0.085
H -2.14 -0.93 6.06 0.093
H 0.75 1.90 9.64 0.063
H 0.28 3.28 8.61 0.066
H 2.80 1.58 8.34 0.070
H 2.73 3.33 8.64 0.069
C -1.87 2.75 -3.44 -0.040
C -0.73 1.79 -3.73 -0.653
C 0.61 2.49 -3.54 -0.030
C -0.86 1.23 -5.15 -0.030
O -0.89 0.72 -2.80 -0.159
Si 0.02 -0.60 -2.39 -0.166
S 0.55 -0.67 -0.42 0.276
O 1.27 -0.59 -3.48 -0.167
C 2.20 -1.60 -3.86 -0.662
C 3.46 -0.85 -4.27 -0.033
C 2.49 -2.55 -2.71 -0.059
C 1.61 -2.35 -5.05 -0.033
O -0.85 -1.94 -2.84 -0.169
C -2.12 -2.43 -2.42 -0.661
C -2.94 -2.65 -3.69 -0.037
C -2.84 -1.46 -1.49 -0.048
C -1.87 -3.75 -1.69 -0.031
H -1.84 3.61 -4.11 0.080
H -1.80 3.10 -2.41 0.087
H -2.83 2.24 -3.57 0.080
H 0.68 3.35 -4.21 0.086
H 1.44 1.81 -3.74 0.077
H 0.71 2.85 -2.52 0.063
H -0.78 2.04 -5.88 0.080
H -1.83 0.74 -5.27 0.080
H -0.08 0.50 -5.34 0.072
H 3.85 -0.29 -3.42 0.093
H 3.24 -0.15 -5.07 0.082
H 4.23 -1.55 -4.62 0.080
H 2.86 -2.00 -1.84 0.067
H 3.24 -3.28 -3.03 0.081
H 1.58 -3.08 -2.40 0.073
H 1.44 -1.67 -5.88 0.079
H 0.65 -2.80 -4.76 0.076
H 2.29 -3.15 -5.37 0.079
H -3.04 -1.70 -4.22 0.079
H -3.94 -3.03 -3.45 0.078
H -2.44 -3.36 -4.34 0.078
H -2.99 -0.49 -1.97 0.079
H -2.28 -1.31 -0.57 0.037
H -3.82 -1.87 -1.23 0.087
H -1.31 -4.43 -2.35 0.079
H -2.81 -4.22 -1.40 0.080
H -1.27 -3.56 -0.80 0.083


# 3
69
Properties=species:S:1:pos:R:3:lowdin_charge:R:1 method="wB97M-V/def2-TZVPD" homo_energy_ev=-9.86 smiles="CN1CCN(C)C1=[NH+]C(c1ccc(N2CCOCC2)cc1)c1ccc(N2CCOCC2)cc1" charge=+1
C 2.77 -3.38 -0.43 -0.012
N 1.70 -4.05 0.28 -0.054
C 1.98 -5.43 0.66 -0.100
C 0.81 -5.81 1.51 -0.117
N 0.02 -4.61 1.56 -0.099
C -1.19 -4.68 2.34 0.001
C 0.54 -3.61 0.82 -0.155
N -0.18 -2.42 0.79 0.159
C -0.25 -1.35 -0.11 -0.230
C -1.56 -0.53 -0.09 -0.171
C -1.57 0.64 -0.86 -0.036
C -2.70 1.45 -1.00 0.004
C -3.89 1.17 -0.30 -0.207
N -5.05 1.94 -0.40 -0.089
C -5.82 2.18 0.82 -0.138
C -7.23 2.72 0.57 -0.185
O -7.24 3.78 -0.38 -0.139
C -6.71 3.32 -1.63 -0.183
C -5.22 2.95 -1.48 -0.132
C -3.86 -0.01 0.50 -0.010
C -2.74 -0.86 0.59 -0.032
C 0.97 -0.39 -0.16 -0.223
C 1.90 -0.55 -1.20 -0.091
C 3.01 0.28 -1.32 -0.015
C 3.21 1.33 -0.41 -0.214
N 4.34 2.13 -0.49 -0.077
C 4.73 2.88 0.70 -0.134
C 5.99 3.74 0.51 -0.178
O 6.94 3.15 -0.38 -0.131
C 6.31 2.99 -1.66 -0.176
C 5.28 1.87 -1.58 -0.147
C 2.20 1.58 0.55 0.002
C 1.11 0.72 0.69 -0.028
H 2.78 -2.31 -0.26 0.070
H 3.72 -3.79 -0.08 0.104
H 2.72 -3.61 -1.50 0.108
H 2.08 -6.06 -0.23 0.141
H 2.93 -5.47 1.22 0.138
H 0.25 -6.64 1.05 0.142
H 1.14 -6.11 2.52 0.141
H -1.73 -3.74 2.40 0.081
H -1.85 -5.45 1.91 0.112
H -0.93 -5.01 3.35 0.111
H -0.86 -2.47 1.54 0.110
H -0.20 -1.77 -1.14 0.154
H -0.65 0.95 -1.34 0.121
H -2.62 2.33 -1.63 0.107
H -5.91 1.23 1.35 0.103
H -5.30 2.91 1.46 0.135
H -7.89 1.89 0.24 0.129
H -7.62 3.17 1.49 0.132
H -7.27 2.43 -1.99 0.130
H -6.86 4.17 -2.31 0.132
H -4.67 3.88 -1.24 0.133
H -4.86 2.55 -2.44 0.127
H -4.77 -0.28 1.02 0.100
H -2.85 -1.76 1.21 0.096
H 1.77 -1.37 -1.93 0.119
H 3.73 0.09 -2.11 0.101
H 4.91 2.20 1.54 0.133
H 3.92 3.56 0.96 0.114
H 5.68 4.74 0.14 0.128
H 6.52 3.83 1.47 0.132
H 7.14 2.72 -2.34 0.133
H 5.80 3.91 -1.99 0.134
H 5.81 0.91 -1.43 0.134
H 4.74 1.82 -2.53 0.124
H 2.26 2.45 1.20 0.103
H 0.33 0.95 1.40 0.127